Formula: C2H4ClFO2
Source: OMol25
Level of theory: wB97M-V/def2-TZVPD

```
! RIJCOSX wB97M-V def2-TZVPD def2/J DEFGRID3
* xyz 0 1
O 1.09 0.83 -1.43
C 1.97 0.10 -1.03
Cl 2.63 0.44 0.50
H 2.40 -0.69 -1.55
C -0.01 -1.99 0.53
O 0.97 -2.28 -0.07
H -0.36 -2.43 1.45
H -0.51 -1.04 0.50
F 0.78 2.70 0.52
H 0.82 2.07 -0.16
*
```

The value obtained for the LUMO energy is 0.108 eV. The value obtained for the frontier orbital gap is 10.94 eV. The value obtained for the HOMO energy is -10.83 eV. Its energy above the lowest of the compared OMol25 structures with the same formula, charge and spin is 28.03 kcal per mole.

Formula: C2H4ClFS
Source: OMol25
Level of theory: wB97M-V/def2-TZVPD

```
! RIJCOSX wB97M-V def2-TZVPD def2/J DEFGRID3
* xyz 0 1
C 0.42 0.52 -1.70
C -0.15 -0.68 0.90
F 1.04 -1.38 0.80
S -0.08 0.60 2.22
Cl -1.49 -1.79 0.73
H -0.67 0.58 -1.50
H 1.15 1.19 -1.19
H 0.82 -0.46 -2.10
H -1.02 1.43 1.84
*
```

The value obtained for the LUMO energy (alpha / beta) is -0.564 / 0.131 eV. The value obtained for the frontier orbital gap (alpha / beta) is 8.37 / 8.78 eV. The value obtained for the HOMO energy (alpha / beta) is -8.93 / -8.65 eV. Its energy above the lowest of the compared OMol25 structures with the same formula, charge and spin is 96.35 kcal per mole.

Formula: C2H4ClFeI2O8S
Source: OMol25
Level of theory: wB97M-V/def2-TZVPD

```
! RIJCOSX wB97M-V def2-TZVPD def2/J DEFGRID3
* xyz -1 5
Fe -1.43 -1.51 0.87
I -0.94 -2.76 3.14
I -3.02 0.70 0.40
Cl -1.23 -3.18 -1.38
O -1.51 -3.28 -2.76
O -2.44 -2.68 -0.67
O -0.82 -4.42 -0.82
O -0.23 -2.14 -1.11
C 0.35 2.41 -0.30
C 1.36 2.67 0.82
O 2.11 1.47 0.96
S 1.48 0.31 0.08
O 0.43 -0.29 0.79
O 2.54 -0.45 -0.43
O 0.82 1.26 -0.99
H 0.23 3.23 -1.01
H -0.64 2.21 0.11
H 0.86 3.02 1.72
H 2.08 3.45 0.56
*
```

The value obtained for the LUMO energy (alpha / beta) is 2.405 / 2.404 eV. The value obtained for the frontier orbital gap (alpha / beta) is 7.97 / 7.85 eV. The value obtained for the HOMO energy (alpha / beta) is -5.57 / -5.45 eV. Its energy above the lowest of the compared OMol25 structures with the same formula, charge and spin is 0.00 kcal per mole.

Formula: C2H4ClIS
Source: OMol25
Level of theory: wB97M-V/def2-TZVPD

```
! RIJCOSX wB97M-V def2-TZVPD def2/J DEFGRID3
* xyz 0 1
C -0.95 0.74 -0.64
C 0.36 -1.53 0.50
S 0.46 1.62 -0.93
Cl 0.68 2.69 0.77
I 2.27 -0.81 0.23
H -1.25 0.10 -1.44
H -1.67 1.09 0.07
H 0.11 -2.41 -0.07
H -0.01 -1.50 1.51
*
```

The value obtained for the LUMO energy (alpha / beta) is -0.258 / -0.107 eV. The value obtained for the frontier orbital gap (alpha / beta) is 7.39 / 8.08 eV. The value obtained for the HOMO energy (alpha / beta) is -7.64 / -8.18 eV. Its energy above the lowest of the compared OMol25 structures with the same formula, charge and spin is 83.13 kcal per mole.

> Among the records above, which one has the highest energy above the lowest of the compared OMol25 structures with the same formula, charge and spin?

C2H4ClFS